Entry 1:
The following is a quantum chemistry calculation of C39H42CdN7O3S6 as an isolated structure, from the Open Molecules 2025 dataset.

CARTESIAN COORDINATES (ANGSTROEM)
Cd (0.388, 0.410, 0.450)
C (-4.810, -1.263, 2.640)
C (-3.915, -1.987, 3.421)
C (-2.548, -1.886, 3.220)
C (-2.044, -1.045, 2.216)
C (-2.950, -0.314, 1.440)
C (-4.312, -0.423, 1.649)
N (-0.685, -0.883, 1.963)
N (0.095, -1.519, 2.818)
C (1.435, -1.328, 2.668)
C (2.277, -1.881, 3.657)
C (3.621, -1.635, 3.613)
C (4.151, -0.864, 2.569)
C (3.283, -0.400, 1.612)
N (1.968, -0.640, 1.638)
H (-5.877, -1.355, 2.798)
H (-4.290, -2.635, 4.205)
H (-1.848, -2.447, 3.821)
H (-2.565, 0.341, 0.665)
H (-4.993, 0.144, 1.025)
H (1.818, -2.456, 4.450)
H (4.272, -2.028, 4.384)
H (5.205, -0.634, 2.507)
H (3.639, 0.171, 0.761)
O (5.298, -2.104, -4.984)
C (4.515, -1.865, -4.101)
S (3.790, -0.273, -3.840)
C (2.790, -0.667, -2.450)
C (2.853, -2.011, -2.013)
S (2.007, -2.708, -0.769)
S (3.957, -3.050, -2.919)
S (1.885, 0.627, -1.863)
C (-3.871, 2.899, 6.882)
C (-2.767, 2.926, 5.856)
C (-1.607, 3.665, 6.067)
C (-0.580, 3.666, 5.133)
C (-0.715, 2.920, 3.973)
C (-1.868, 2.184, 3.740)
C (-2.884, 2.190, 4.680)
S (0.655, 2.818, 2.844)
O (1.442, 1.689, 3.267)
O (1.296, 4.112, 2.847)
N (-0.003, 2.440, 1.434)
C (-0.734, 3.392, 0.733)
C (-1.070, 4.664, 1.167)
C (-1.772, 5.568, 0.349)
C (-2.161, 5.239, -0.914)
C (-1.888, 3.937, -1.390)
C (-2.278, 3.513, -2.680)
C (-2.031, 2.237, -3.085)
C (-1.394, 1.361, -2.190)
N (-1.009, 1.722, -0.991)
C (-1.214, 3.005, -0.569)
H (-3.636, 3.539, 7.732)
H (-4.024, 1.884, 7.255)
H (-4.816, 3.233, 6.451)
H (-1.503, 4.244, 6.978)
H (0.323, 4.242, 5.293)
H (-1.964, 1.604, 2.835)
H (-3.778, 1.602, 4.496)
H (-0.752, 4.994, 2.143)
H (-1.989, 6.555, 0.739)
H (-2.672, 5.946, -1.555)
H (-2.772, 4.221, -3.335)
H (-2.323, 1.882, -4.064)
H (-1.222, 0.326, -2.457)
C (-3.059, -4.555, -4.783)
C (-1.833, -5.431, -5.049)
C (-0.821, -5.491, -3.906)
C (-0.014, -4.215, -3.665)
N (-0.786, -3.094, -3.146)
C (-1.396, -3.039, -1.937)
S (-2.615, -1.909, -1.655)
N (-0.993, -3.948, -1.029)
C (-1.256, -3.811, 0.405)
C (-1.639, -5.140, 1.051)
C (-3.127, -5.473, 0.942)
C (-3.637, -5.591, -0.493)
H (-3.847, -4.771, -5.508)
H (-2.841, -3.490, -4.854)
H (-3.461, -4.731, -3.783)
H (-1.327, -5.097, -5.961)
H (-2.174, -6.451, -5.243)
H (-0.103, -6.288, -4.116)
H (-1.340, -5.759, -2.980)
H (0.443, -3.873, -4.595)
H (0.813, -4.427, -2.984)
H (-1.191, -2.453, -3.808)
H (-0.109, -4.389, -1.239)
H (-2.060, -3.086, 0.520)
H (-0.368, -3.391, 0.884)
H (-1.362, -5.089, 2.107)
H (-1.046, -5.948, 0.606)
H (-3.692, -4.694, 1.463)
H (-3.315, -6.412, 1.472)
H (-3.602, -4.628, -1.006)
H (-4.671, -5.939, -0.509)
H (-3.033, -6.303, -1.064)

**Maximum force**: 0.54 eV/A
**Energy above the lowest of the compared OMol25 structures with the same formula, charge and spin**: 153.7 kJ/mol
**Energy**: -4677.3897 a.u.
**HOMO level (spin up / spin down)**: -3.838 / -4.879 eV
**Net charge**: -1
**LUMO (spin up / spin down)**: 0.87 / 2.07 eV

Results of the Löwdin charge analysis, in e, for atoms 1 through 6: 1.2920, -0.1177, -0.1094, -0.0446, -0.3328, -0.1061

Entry 2:
The following is a quantum chemistry calculation of a 7-piece molecular cluster, C39H42Cl2NO5S2 overall in a non-equilibrium geometry, from the Open Molecules 2025 dataset.

CARTESIAN COORDINATES (ANGSTROEM)
C (-1.952, -1.409, -1.140)
C (-2.725, -2.501, -0.138)
Cl (-3.060, -1.805, 1.566)
C (-2.028, -3.986, -0.132)
Cl (-3.062, -5.026, 1.061)
S (-0.277, -4.042, 0.530)
O (-0.316, -4.022, 2.099)
O (0.643, -2.890, 0.059)
N (0.517, -5.552, 0.051)
S (0.411, -5.801, -1.675)
O (1.601, -6.654, -2.260)
O (-0.881, -6.631, -1.991)
O (0.404, -4.347, -2.599)
H (-1.441, -2.080, -1.985)
H (-1.049, -0.879, -0.577)
H (-2.694, -0.634, -1.624)
H (-3.801, -2.643, -0.634)
H (-2.133, -4.449, -1.220)
H (1.309, -3.890, -2.496)
C (-1.521, 4.052, 3.469)
C (-2.218, 3.901, 2.271)
C (-2.384, 2.632, 1.715)
C (-1.860, 1.514, 2.363)
C (-1.166, 1.665, 3.563)
C (-0.992, 2.934, 4.114)
H (-1.389, 5.041, 3.900)
H (-2.632, 4.772, 1.769)
H (-2.921, 2.515, 0.778)
H (-1.993, 0.525, 1.933)
H (-0.759, 0.793, 4.069)
H (-0.447, 3.052, 5.046)
C (-0.427, 8.800, 0.607)
C (-1.124, 8.649, -0.591)
C (-1.290, 7.380, -1.147)
C (-0.766, 6.261, -0.499)
C (-0.072, 6.413, 0.701)
C (0.102, 7.682, 1.252)
H (-0.295, 9.789, 1.038)
H (-1.538, 9.520, -1.093)
H (-1.827, 7.263, -2.084)
H (-0.899, 5.272, -0.929)
H (0.335, 5.541, 1.207)
H (0.647, 7.800, 2.185)
C (0.701, 1.573, -1.940)
C (0.883, 2.522, -0.935)
C (2.039, 3.301, -0.912)
C (3.010, 3.137, -1.901)
C (2.826, 2.191, -2.909)
C (1.673, 1.405, -2.926)
H (-0.199, 0.963, -1.956)
H (0.124, 2.654, -0.168)
H (2.184, 4.035, -0.125)
H (3.909, 3.748, -1.886)
H (3.581, 2.065, -3.680)
H (1.533, 0.664, -3.708)
C (5.479, -0.451, -2.984)
C (6.568, -1.191, -2.524)
C (7.393, -1.857, -3.431)
C (7.133, -1.776, -4.799)
C (6.046, -1.033, -5.259)
C (5.216, -0.374, -4.352)
H (4.835, 0.065, -2.277)
H (6.775, -1.249, -1.458)
H (8.237, -2.439, -3.072)
H (7.778, -2.291, -5.506)
H (5.845, -0.968, -6.326)
H (4.366, 0.200, -4.710)
C (2.835, 0.660, 6.878)
C (2.137, 0.509, 5.680)
C (1.972, -0.760, 5.124)
C (2.496, -1.878, 5.773)
C (3.190, -1.727, 6.973)
C (3.363, -0.458, 7.524)
H (2.966, 1.649, 7.309)
H (1.723, 1.380, 5.179)
H (1.435, -0.877, 4.187)
H (2.363, -2.867, 5.342)
H (3.597, -2.599, 7.479)
H (3.909, -0.340, 8.456)
C (-7.635, -4.037, -2.375)
C (-7.916, -5.078, -3.259)
C (-7.108, -6.215, -3.279)
C (-6.024, -6.315, -2.406)
C (-5.745, -5.276, -1.519)
C (-6.548, -4.135, -1.506)
H (-8.262, -3.150, -2.362)
H (-8.764, -5.003, -3.934)
H (-7.323, -7.023, -3.973)
H (-5.397, -7.203, -2.418)
H (-4.901, -5.354, -0.838)
H (-6.327, -3.323, -0.819)

**Maximum force**: 6.80 eV/A
**Energy**: -3658.9230 a.u.
**HOMO level**: -6.226 eV
**Net charge**: -1
**LUMO**: 2.09 eV

Results of the Löwdin charge analysis, in e, for atoms 1 through 6: -0.1349, -0.6771, 0.5296, -0.6704, 0.5428, 0.6201

Entry 3:
The following is a quantum chemistry calculation of a 9-piece molecular cluster, C39H42F12O15 overall in a non-equilibrium geometry, from the Open Molecules 2025 dataset.

CARTESIAN COORDINATES (ANGSTROEM)
F (-0.267, -5.001, 0.298)
C (-0.770, -4.500, -0.856)
C (-0.099, -4.728, -2.042)
C (-0.616, -4.172, -3.232)
C (-1.694, -3.311, -3.206)
C (-2.295, -3.084, -1.962)
C (-1.852, -3.613, -0.781)
H (0.816, -5.348, -1.980)
H (-0.210, -4.474, -4.188)
H (-2.014, -2.877, -4.158)
H (-3.169, -2.429, -1.853)
H (-2.335, -3.393, 0.179)
F (1.224, 4.444, 6.092)
C (0.273, 3.522, 6.144)
C (0.597, 2.200, 6.416)
C (-0.424, 1.253, 6.553)
C (-1.731, 1.634, 6.405)
C (-2.045, 2.976, 6.128)
C (-1.063, 3.939, 5.974)
H (1.638, 1.923, 6.557)
H (-0.172, 0.221, 6.762)
H (-2.517, 0.890, 6.532)
H (-3.079, 3.284, 6.011)
H (-1.272, 4.949, 5.678)
F (0.287, -2.056, 3.702)
C (0.390, -1.164, 2.660)
C (0.425, -1.626, 1.332)
C (0.787, -0.731, 0.337)
C (1.141, 0.590, 0.612)
C (1.035, 1.031, 1.929)
C (0.649, 0.166, 2.981)
H (0.200, -2.693, 1.158)
H (0.871, -1.120, -0.682)
H (1.436, 1.209, -0.233)
H (1.216, 2.074, 2.220)
H (0.584, 0.461, 4.024)
C (-3.103, -1.927, 4.742)
C (-3.338, -1.704, 3.305)
O (-2.941, -0.307, 3.041)
C (-2.727, 0.056, 1.785)
O (-2.753, -0.653, 0.835)
C (-2.690, 1.541, 1.617)
F (-2.195, 1.996, 0.423)
F (-3.988, 1.955, 1.587)
F (-2.068, 2.152, 2.575)
H (-3.301, -3.007, 4.967)
H (-3.705, -1.318, 5.393)
H (-2.039, -1.715, 4.968)
H (-4.374, -1.507, 3.018)
H (-2.882, -2.380, 2.570)
C (2.877, -2.386, -2.395)
C (2.516, -2.594, -3.834)
O (3.515, -1.820, -4.584)
C (3.297, -1.728, -5.876)
O (2.383, -2.117, -6.516)
C (4.489, -1.083, -6.670)
F (5.422, -0.674, -5.819)
F (5.026, -2.046, -7.393)
F (4.060, -0.131, -7.511)
H (2.790, -1.352, -2.112)
H (3.938, -2.707, -2.269)
H (2.195, -3.094, -1.856)
H (1.572, -2.170, -4.147)
H (2.586, -3.578, -4.234)
C (0.591, 5.430, -5.231)
C (0.345, 3.952, -5.342)
O (1.507, 3.167, -4.832)
C (1.505, 2.743, -3.616)
O (0.593, 2.895, -2.798)
C (2.897, 2.150, -3.242)
F (3.407, 1.613, -4.378)
F (3.715, 3.055, -2.762)
F (2.700, 1.155, -2.330)
H (-0.186, 5.912, -5.845)
H (1.585, 5.662, -5.631)
H (0.485, 5.755, -4.185)
H (0.391, 3.563, -6.324)
H (-0.537, 3.582, -4.787)
C (0.953, 5.445, -0.796)
C (0.589, 4.558, 0.398)
O (1.848, 4.295, 1.003)
C (2.864, 4.527, 0.161)
O (3.997, 4.232, 0.318)
O (2.340, 5.092, -0.933)
H (0.836, 6.494, -0.561)
H (0.475, 5.162, -1.758)
H (0.150, 3.596, 0.153)
H (-0.052, 5.019, 1.149)
C (0.173, -5.288, 4.189)
C (-1.178, -4.971, 3.431)
O (-2.171, -5.043, 4.520)
C (-1.585, -5.193, 5.737)
O (-2.189, -5.226, 6.750)
O (-0.179, -5.228, 5.593)
H (0.932, -4.547, 3.981)
H (0.632, -6.230, 3.932)
H (-1.460, -5.710, 2.682)
H (-1.214, -4.020, 2.944)
C (-2.504, 0.833, -2.746)
C (-1.263, 0.575, -1.873)
O (-0.397, 0.101, -2.829)
C (-0.702, 0.428, -4.095)
O (-0.004, 0.337, -5.021)
O (-1.922, 0.902, -4.095)
H (-2.999, 1.790, -2.562)
H (-3.155, -0.031, -2.863)
H (-1.431, -0.180, -1.127)
H (-0.888, 1.499, -1.498)

**Maximum force**: 3.50 eV/A
**Energy**: -3838.3513 a.u.
**HOMO level**: -9.467 eV
**Net charge**: 0
**LUMO**: 0.33 eV
**SMILES**: CCOC(=O)C(F)(F)F.CCOC(=O)C(F)(F)F.CCOC(=O)C(F)(F)F.Fc1ccccc1.Fc1ccccc1.Fc1ccccc1.O=C1OCCO1.O=C1OCCO1.O=C1OCCO1

Results of the Löwdin charge analysis, in e, for atoms 1 through 6: 0.0362, -0.2826, -0.0201, -0.0824, -0.0728, -0.0913